C9H14 | the ωB97M-V functional and the def2-TZVPD basis

```
23
C9H14 | OMol25 | the ωB97M-V functional and the def2-TZVPD basis
C -1.07 1.67 -0.03
C -2.31 1.42 0.11
C 0.29 2.05 0.13
C -1.40 0.14 -0.15
C 0.75 0.54 0.13
C -1.50 -0.91 1.00
C -1.79 -0.47 -1.52
C 1.46 -0.02 -1.11
C 1.41 0.26 1.47
H 0.64 2.60 -0.74
H 0.54 2.55 1.09
H -1.74 -1.84 0.39
H -2.40 -0.74 1.61
H -0.51 -1.10 1.50
H -0.98 -1.04 -2.01
H -2.02 0.36 -2.28
H -2.70 -1.16 -1.55
H 1.20 0.64 -1.96
H 1.05 -0.98 -1.53
H 2.45 0.04 -0.79
H 2.12 1.12 1.60
H 1.91 -0.62 1.64
H 0.66 0.34 2.32
```

Calculated values
* charge: 0

C9H14 | the ωB97M-V functional and the def2-TZVPD basis

```
23
C9H14 | OMol25 | the ωB97M-V functional and the def2-TZVPD basis
C 0.24 -2.78 0.94
C 0.53 -1.31 1.15
C 1.85 -0.81 1.20
C 2.13 0.53 1.27
C 1.07 1.46 1.32
C -0.20 0.96 1.51
C -0.49 -0.38 1.28
H -0.36 -3.25 1.71
H 1.23 -3.28 0.89
H -0.33 -2.91 0.01
H 2.64 -1.56 1.13
H 3.10 0.97 1.38
H 1.26 2.52 1.38
H -0.99 1.66 1.73
H -1.50 -0.81 1.39
C -1.90 0.99 -2.69
C -2.06 1.26 -4.17
H -2.65 0.26 -2.31
H -0.91 0.83 -2.31
H -2.49 1.67 -2.06
H -1.11 1.02 -4.68
H -2.77 0.56 -4.61
H -2.33 2.26 -4.45
```

Calculated values
* charge: 0

C9H14 | the ωB97M-V functional and the def2-TZVPD basis

```
23
C9H14 | OMol25 | the ωB97M-V functional and the def2-TZVPD basis
C 3.25 -1.30 0.59
C 2.14 -0.28 0.65
C 0.96 -0.45 -0.05
C -0.01 0.54 -0.04
C 0.24 1.71 0.67
C 1.32 1.81 1.52
C 2.29 0.82 1.47
H 4.16 -1.01 0.06
H 2.96 -2.23 0.13
H 3.58 -1.50 1.61
H 0.72 -1.38 -0.56
H -0.84 0.60 -0.74
H -0.52 2.49 0.67
H 1.50 2.72 2.08
H 3.20 0.96 2.03
C -2.88 -1.09 -0.98
C -3.35 0.22 -1.62
H -2.96 -1.07 0.11
H -3.60 -1.89 -1.20
H -1.86 -1.37 -1.20
H -2.70 1.03 -1.30
H -4.31 0.49 -1.21
H -3.32 0.19 -2.71
```

Calculated values
* charge: 0

C9H14 | the ωB97M-V functional and the def2-TZVPD basis

```
23
C9H14 | OMol25 | the ωB97M-V functional and the def2-TZVPD basis
C 1.29 2.09 0.59
C 2.14 1.03 0.27
C 1.88 0.25 -0.86
C 0.77 0.52 -1.66
C -0.07 1.58 -1.34
C 0.18 2.36 -0.22
H 1.49 2.71 1.47
H 3.01 0.81 0.90
H 2.55 -0.59 -1.11
H 0.57 -0.10 -2.55
H -0.95 1.80 -1.97
H -0.48 3.20 0.04
C -0.17 -2.28 0.67
C -0.96 -1.02 1.03
C -2.21 -0.87 0.17
H -0.79 -3.17 0.82
H 0.73 -2.37 1.30
H 0.14 -2.24 -0.39
H -1.25 -1.07 2.10
H -0.31 -0.13 0.90
H -2.87 -1.74 0.31
H -2.77 0.04 0.45
H -1.93 -0.81 -0.89
```

Calculated values
* charge: 0

Number 1: E_HOMO -8.1 eV, gap between HOMO and LUMO 0.309 Eh. Number 2: E_HOMO -9.0 eV, gap between HOMO and LUMO 0.368 Eh. Number 3: E_HOMO -9.0 eV, gap between HOMO and LUMO 0.370 Eh. Number 4: E_HOMO -9.5 eV, gap between HOMO and LUMO 0.388 Eh.